# 1
Molecular formula: C25H33LuN6PS
Method: DFT, ωB97M-V with the def2-TZVPD basis set

```
67
Properties=species:S:1:pos:R:3
H -2.541 -0.224 -2.103
N -0.234 1.487 1.847
C 0.482 2.634 1.952
C 2.881 -0.401 0.770
H -4.241 -0.581 0.690
H 2.585 -2.911 -0.827
H -1.072 -0.092 2.872
C 2.917 1.712 -0.227
C -3.842 2.960 -2.005
H 2.830 -4.718 -0.788
S 0.844 -1.339 -2.272
N -1.513 1.499 -1.579
C -1.280 -2.731 1.962
H 1.983 3.729 3.072
H -0.947 -2.981 -3.976
C -2.698 -2.783 -0.461
H 0.450 3.370 -2.516
C 0.477 -2.949 -2.401
P -2.028 -1.592 0.774
H 2.599 3.850 -0.189
H -4.711 3.593 -2.154
C 5.013 0.644 0.389
N 1.017 -3.941 -1.616
C -3.867 1.514 -2.043
N 0.700 2.851 -0.489
N -0.423 -3.541 -3.277
C -2.648 0.848 -1.917
C 0.408 -5.134 -1.993
H 1.929 2.092 4.956
H -0.771 -3.586 1.457
C 0.369 3.585 0.782
H 2.253 -1.217 1.135
H -1.775 -3.287 -0.823
C -1.463 2.863 -1.671
H 1.013 4.489 0.873
C 1.327 2.844 3.042
H -1.039 -5.567 -3.604
H -3.431 -3.451 0.026
C 4.324 1.750 -0.134
C 2.101 -3.859 -0.630
H 2.356 3.136 -1.768
H 0.634 -6.030 -1.420
Lu -0.040 0.444 -0.247
H -0.178 4.582 -1.454
C -2.603 3.598 -1.890
C 0.369 0.897 4.074
H -4.810 1.007 -2.103
H 4.739 -1.311 1.325
H -2.551 4.703 -2.034
H -3.242 -2.330 -1.321
H 1.667 -3.849 0.385
H -0.555 -2.246 2.615
C 4.254 -0.411 0.880
H -3.410 -0.136 2.166
H 0.233 0.267 4.991
C 1.287 1.976 4.085
H -4.166 -1.815 2.002
H 6.095 0.708 0.488
H -2.037 -3.153 2.682
C 2.166 2.972 -0.698
H -0.660 3.951 0.715
H 4.786 2.712 -0.404
C -0.366 0.697 2.944
C -0.075 3.489 -1.570
C -0.482 -4.913 -2.987
N 2.214 0.615 0.145
C -3.604 -0.991 1.495
```

* largest force on an atom: 2.52 eV Å⁻¹
* total charge: +3
* HOMO-LUMO gap: 7.9 eV

Atomic partial charges in e from the Löwdin method, atoms 1 to 2:
1 H 0.098
2 N -0.046

=====

# 2
Molecular formula: C25H33N5O3
Method: DFT, ωB97M-V with the def2-TZVPD basis set

```
66
Properties=species:S:1:pos:R:3
C 0.721 2.355 -1.564
C 2.712 2.895 1.482
N -2.646 2.301 0.779
H 0.377 -2.595 -0.359
H -4.244 -1.878 -1.423
H 1.588 2.345 -2.210
H 3.655 -1.759 0.969
N -2.079 -2.526 1.074
C -0.522 2.080 -2.093
H -2.445 -3.458 -0.745
C 4.383 -3.739 -0.482
H -4.614 1.774 -2.606
O 5.082 -2.725 -1.162
O 2.079 2.837 2.513
H 3.573 0.560 1.621
C 5.634 0.844 -1.053
H -0.992 -4.262 0.909
C 0.434 -2.655 0.725
C -3.540 -0.656 1.580
H 4.631 2.524 2.387
H -3.062 1.945 -3.445
N -2.938 1.843 -1.384
H 4.619 -4.663 -1.008
H 0.612 -1.658 1.120
N 2.215 2.866 0.226
O 4.881 2.592 0.322
C -2.119 -1.202 1.665
H -0.039 2.867 1.725
H -5.118 1.957 1.175
H 4.490 4.098 1.576
H 2.902 2.909 -0.517
H -4.220 -1.309 2.156
C -4.929 1.651 0.147
H -3.557 0.347 2.004
C -2.488 -2.456 -0.312
H 1.276 -3.291 0.993
H -3.525 0.377 -2.751
C 5.680 -0.479 -1.425
H -1.452 -0.492 1.149
H -1.815 -1.274 2.711
C 4.244 3.034 1.497
C -1.430 2.382 0.155
C -3.571 1.461 -2.611
H -5.598 2.214 -0.506
H 3.302 -3.571 -0.514
H -0.738 -3.340 2.396
C 4.174 0.288 0.767
H -4.585 -2.613 0.166
C 4.971 -1.444 -0.707
N -3.938 -0.591 0.186
H -5.980 -0.191 0.652
C 4.878 1.242 0.051
H 6.263 -0.795 -2.275
C -1.597 2.089 -1.219
C -3.918 -1.923 -0.380
H 4.708 -3.824 0.560
H 6.180 1.595 -1.603
H -0.637 1.857 -3.143
H -1.842 -1.783 -0.904
C 4.220 -1.047 0.390
C -0.851 -3.254 1.311
C -5.174 0.135 -0.027
C -3.502 1.964 -0.143
C -0.173 2.659 0.678
H -5.503 -0.067 -1.050
C 0.898 2.632 -0.198
```

* structure (SMILES): CCN1CCN(CCc2nc3cc(NC(=O)COc4ccc(OC)cc4)ccc3n2C)CC1
* largest force on an atom: 0.96 eV Å⁻¹
* HOMO-LUMO gap: 8.5 eV

Atomic partial charges in e from the Löwdin method, atoms 1 to 2:
1 C -0.031
2 C -0.474

=====

# 3
Molecular formula: C25H33NO4S
Method: DFT, ωB97M-V with the def2-TZVPD basis set

```
64
Properties=species:S:1:pos:R:3
H 0.082 -3.306 -5.760
H -6.725 2.787 6.436
H 2.308 -0.702 1.475
H 0.128 2.229 0.068
C -4.533 1.804 5.383
H -4.851 1.335 6.304
H 0.274 -3.418 -1.480
H -1.366 -0.356 3.628
O -1.311 2.181 1.891
C 1.838 -2.241 -2.409
C -4.905 3.381 3.623
C 0.229 -0.232 1.645
H 3.007 -0.951 -3.683
H -3.385 3.455 2.113
C -1.666 1.660 2.922
C -6.623 3.202 5.437
H 0.916 -5.373 -4.599
H 2.091 1.753 1.386
S 1.768 3.297 -1.270
C -5.330 2.789 4.809
O -0.797 -0.745 1.275
C 2.824 -3.414 -2.504
C 0.292 -2.726 -4.859
C 2.708 -3.339 -4.995
H -0.423 -1.901 -4.818
C 2.548 -4.229 -3.764
O 0.386 0.381 2.816
C 2.257 -1.392 -1.206
H 1.008 -5.426 -2.836
C -0.796 0.579 3.574
C 1.718 -2.179 -4.913
C 0.139 -3.612 -3.624
C -3.720 2.999 3.032
H -7.458 2.851 4.830
H 3.259 -5.061 -3.819
H -0.314 -1.968 -2.322
H 3.292 1.629 -2.124
H 1.295 -0.519 -3.600
C -3.344 1.415 4.799
O 3.403 -1.003 -1.079
H 3.729 -2.953 -5.042
C 2.718 2.440 -2.561
H 1.831 -1.537 -5.794
H -6.690 4.287 5.494
H 0.340 -1.397 -0.424
H 3.842 -3.021 -2.516
C 1.521 -0.259 0.849
C 0.999 1.855 -0.467
C -2.919 2.010 3.611
H 2.951 1.068 -0.003
H 0.673 1.185 -1.263
H -5.512 4.147 3.164
C 0.410 -2.786 -2.362
N 1.295 -1.086 -0.313
C 1.123 -4.777 -3.707
H -0.885 -4.002 -3.579
H -2.753 0.647 5.274
H 2.526 -3.920 -5.902
C 1.994 -1.357 -3.656
H 2.036 2.060 -3.317
H 2.721 -4.047 -1.618
C 1.975 1.166 0.475
H -0.468 0.890 4.567
H 3.385 3.173 -3.001
```

* structure (SMILES): CSCC[C@H](NC(=O)[C@]12C[C@H]3C[C@H](C[C@H](C3)C1)C2)C(=O)OCC(=O)c1ccc(C)cc1
* largest force on an atom: 0.66 eV Å⁻¹
* HOMO-LUMO gap: 8.0 eV

Atomic partial charges in e from the Löwdin method, atoms 1 to 2:
1 H 0.120
2 H 0.076

=====

# 4
Molecular formula: C25H34BrCaNO7Se
Method: DFT, ωB97M-V with the def2-TZVPD basis set

```
70
Properties=species:S:1:pos:R:3
H 1.527 1.918 -2.916
C 2.380 -3.023 0.847
H 4.719 1.987 0.973
H -2.529 5.755 0.067
H -0.079 4.454 2.082
C 2.400 1.648 -2.324
C -5.047 4.992 -0.651
C -0.333 4.579 1.028
C -3.389 0.496 0.807
C 2.893 -2.557 -1.470
C -2.690 4.687 0.206
O -0.975 -1.961 -0.194
H 3.177 2.396 -2.496
H 4.498 -1.334 1.671
H -4.730 6.028 -0.784
H 1.981 -2.690 2.938
H 3.120 0.281 -3.810
C -4.560 -5.318 0.248
Se -0.426 1.457 1.663
H 2.254 2.279 0.908
C 1.632 -2.328 1.972
H -5.902 4.988 0.029
C -1.833 2.526 0.890
H 2.044 -4.059 0.780
Ca 0.605 -0.393 -0.283
H -0.375 5.646 0.796
C 2.880 0.287 -2.745
C -3.140 -3.435 0.660
H 0.568 -2.542 1.883
H -5.400 4.622 -1.617
H -2.828 -2.583 1.249
H 2.770 -2.112 -3.564
H 3.862 -2.079 -1.309
H -2.432 -5.054 -2.203
C -3.077 1.957 0.574
O 1.996 1.621 -0.959
H -4.142 0.147 0.099
C -2.491 -3.733 -0.527
O -0.835 -3.129 -2.105
C -3.922 4.141 -0.117
C -2.928 -4.820 -1.270
C -1.645 3.910 0.706
C 4.152 1.524 0.161
C -1.342 -2.885 -1.006
C 4.116 -0.317 1.730
O 2.061 -2.323 -0.342
H 3.042 3.288 -0.320
C -4.092 2.776 0.075
Br -5.132 -3.901 2.651
C -4.189 -4.245 1.043
H 3.460 -3.022 1.012
O 1.733 -0.907 1.895
H 3.051 -3.626 -1.625
C 2.155 -2.000 -2.669
H 2.510 0.753 2.697
H 4.863 0.280 2.262
H 4.752 1.617 -0.748
H -5.052 2.321 -0.165
H -5.382 -5.959 0.543
H 3.014 -0.733 3.506
O 3.967 0.133 0.392
C 2.831 -0.275 2.531
N -3.939 -5.604 -0.895
C 2.840 2.257 -0.011
H 3.769 0.006 -2.176
H -3.789 0.349 1.816
H 0.481 4.124 0.459
O 1.811 -0.621 -2.482
H 1.211 -2.525 -2.790
H -2.500 -0.135 0.720
```

* largest force on an atom: 0.46 eV Å⁻¹
* HOMO-LUMO gap: 6.7 eV

Atomic partial charges in e from the Löwdin method, atoms 1 to 2:
1 H 0.140
2 C -0.155

=====

# 5
Molecular formula: C25H34I2N2O6PtSi4Te
Method: DFT, ωB97M-V with the def2-TZVPD basis set

```
75
Properties=species:S:1:pos:R:3
C -3.857 0.247 -4.413
N -2.349 -0.501 -2.228
H 5.595 1.303 -1.126
C 0.605 3.348 3.017
H 4.289 0.186 -1.541
C -0.780 -5.051 2.421
N -0.917 -2.598 1.018
C -2.412 -1.359 -3.299
C -3.781 1.052 -3.313
H 1.095 -4.242 3.143
H -4.448 0.541 -5.269
C -0.965 0.650 3.076
C -1.808 3.083 -0.027
C -1.871 -4.738 1.637
H 0.266 3.618 4.023
H 3.985 1.924 -1.505
C 0.221 -4.100 2.521
O 1.422 -1.083 1.131
C 1.827 0.987 4.399
O -0.950 -2.958 -2.263
H -0.923 4.424 -2.966
H 5.516 2.842 1.618
H 1.981 3.806 -1.275
Te 0.542 0.497 -1.145
Pt -1.456 -1.178 -0.560
H 2.114 -0.063 4.383
C 4.525 1.112 -1.013
H 3.918 3.457 1.199
C -1.897 -3.473 -4.347
O -3.268 -2.008 -0.214
H -1.302 0.255 2.115
H 6.047 -0.321 1.505
H 4.163 2.585 2.721
C 0.130 -2.918 1.813
C -3.295 -1.901 -5.518
H -1.579 3.683 0.855
Si 4.080 0.998 0.801
Si -0.306 2.895 -1.136
H -2.992 1.195 -1.306
I -0.949 -5.323 -4.307
H -2.177 2.118 0.322
H 4.661 -1.382 1.223
H 2.735 1.594 4.407
I -4.409 -1.460 -7.231
H -0.104 3.771 2.307
C -3.194 -3.217 0.253
O -0.750 -6.232 3.060
C -1.902 -3.524 0.985
H -0.939 -0.180 3.786
C -0.661 3.363 -2.908
H 0.067 -6.321 3.563
H 1.551 3.530 0.422
H -1.483 2.790 -3.330
H 4.754 -0.443 2.710
H 0.904 4.928 -0.435
H 1.574 3.825 2.861
C -3.022 0.627 -2.221
C -2.659 -3.120 -5.450
H 0.218 3.197 -3.533
H -2.753 -3.823 -6.267
Si 1.778 0.572 1.046
Si 0.721 1.475 2.960
O -4.073 -4.044 0.215
C 1.283 -1.993 2.059
C -1.683 -2.633 -3.227
C 4.966 -0.421 1.640
C 1.173 3.874 -0.543
H -4.308 1.995 -3.261
H -1.713 1.362 3.433
C -3.195 -1.000 -4.437
H -2.613 3.589 -0.565
H 1.296 1.182 5.336
C 4.447 2.622 1.667
H -2.715 -5.401 1.514
O 2.006 -2.098 3.015
```

* largest force on an atom: 0.51 eV Å⁻¹
* HOMO-LUMO gap: 6.4 eV

Atomic partial charges in e from the Löwdin method, atoms 1 to 2:
1 C -0.036
2 N -0.121

=====

# 6
Molecular formula: C25H34IN6O3
Method: DFT, ωB97M-V with the def2-TZVPD basis set

```
69
Properties=species:S:1:pos:R:3
H 2.089 -2.875 -0.518
C 6.188 0.318 1.510
C -1.713 -0.574 1.569
C 0.779 1.163 -3.471
H -3.761 -1.539 1.713
H -2.287 -4.561 -0.017
C -0.600 3.499 -3.433
H 3.559 1.818 3.796
N 6.441 0.372 2.821
C -1.079 2.333 -2.859
C 0.634 -0.250 0.437
H 4.131 -3.970 0.042
I -1.335 0.381 3.461
C 4.290 1.397 3.119
C -2.706 -1.771 1.492
H 0.965 -1.349 -1.514
H 1.493 0.339 -1.454
H 5.729 0.939 4.656
H 1.295 0.208 -3.467
H -2.406 -2.623 2.125
O 2.797 -0.925 -0.604
H 4.868 0.713 -0.139
N -2.600 -2.032 0.030
H 2.319 2.208 -4.543
O 0.021 -2.449 1.206
C -3.015 2.703 1.259
H -4.421 2.400 -1.642
N -3.455 2.120 0.140
H -1.173 -1.853 -1.491
H -2.795 4.464 2.470
H -3.073 -2.940 -1.779
H -3.960 5.900 0.791
C 1.348 2.274 -4.071
C 5.495 0.907 3.598
H -2.042 2.312 -2.363
C -4.075 2.902 -0.745
C 4.051 1.331 1.755
H 2.639 -2.223 1.042
O 0.188 -3.583 2.949
H -1.182 4.409 -3.398
H -3.421 -4.651 1.384
C 2.870 -2.235 -0.047
C -1.436 -1.717 -0.438
C -3.172 4.048 1.545
N -0.415 1.170 -2.867
H 3.122 1.704 1.340
H -4.327 -1.780 -1.167
C -3.343 -4.716 0.282
H 4.536 -2.916 -1.326
N -4.305 -3.746 -0.296
H 5.050 -2.491 0.359
C 4.242 -2.909 -0.260
H -2.507 2.029 1.934
H 1.349 -0.297 1.282
H -3.596 -5.756 0.009
C -3.624 -2.581 -0.881
C 5.019 0.782 0.929
C 0.641 3.465 -4.050
C -3.819 4.842 0.610
C -0.550 -1.205 0.756
H 6.973 -0.123 0.905
H 0.263 0.787 0.369
N 0.236 -2.470 2.572
H -4.701 -4.221 -1.103
H -4.783 4.847 -1.319
C 1.443 -0.593 -0.860
H -2.161 0.222 0.936
C -4.278 4.260 -0.564
H 1.051 4.356 -4.509
```

* largest force on an atom: 2.28 eV Å⁻¹
* total charge: +1
* HOMO-LUMO gap: 7.1 eV

Atomic partial charges in e from the Löwdin method, atoms 1 to 2:
1 H 0.116
2 C -0.153

=====

Please write out number 2 again, unchanged.
Molecular formula: C25H33N5O3
Method: DFT, ωB97M-V with the def2-TZVPD basis set

```
66
Properties=species:S:1:pos:R:3
C 0.721 2.355 -1.564
C 2.712 2.895 1.482
N -2.646 2.301 0.779
H 0.377 -2.595 -0.359
H -4.244 -1.878 -1.423
H 1.588 2.345 -2.210
H 3.655 -1.759 0.969
N -2.079 -2.526 1.074
C -0.522 2.080 -2.093
H -2.445 -3.458 -0.745
C 4.383 -3.739 -0.482
H -4.614 1.774 -2.606
O 5.082 -2.725 -1.162
O 2.079 2.837 2.513
H 3.573 0.560 1.621
C 5.634 0.844 -1.053
H -0.992 -4.262 0.909
C 0.434 -2.655 0.725
C -3.540 -0.656 1.580
H 4.631 2.524 2.387
H -3.062 1.945 -3.445
N -2.938 1.843 -1.384
H 4.619 -4.663 -1.008
H 0.612 -1.658 1.120
N 2.215 2.866 0.226
O 4.881 2.592 0.322
C -2.119 -1.202 1.665
H -0.039 2.867 1.725
H -5.118 1.957 1.175
H 4.490 4.098 1.576
H 2.902 2.909 -0.517
H -4.220 -1.309 2.156
C -4.929 1.651 0.147
H -3.557 0.347 2.004
C -2.488 -2.456 -0.312
H 1.276 -3.291 0.993
H -3.525 0.377 -2.751
C 5.680 -0.479 -1.425
H -1.452 -0.492 1.149
H -1.815 -1.274 2.711
C 4.244 3.034 1.497
C -1.430 2.382 0.155
C -3.571 1.461 -2.611
H -5.598 2.214 -0.506
H 3.302 -3.571 -0.514
H -0.738 -3.340 2.396
C 4.174 0.288 0.767
H -4.585 -2.613 0.166
C 4.971 -1.444 -0.707
N -3.938 -0.591 0.186
H -5.980 -0.191 0.652
C 4.878 1.242 0.051
H 6.263 -0.795 -2.275
C -1.597 2.089 -1.219
C -3.918 -1.923 -0.380
H 4.708 -3.824 0.560
H 6.180 1.595 -1.603
H -0.637 1.857 -3.143
H -1.842 -1.783 -0.904
C 4.220 -1.047 0.390
C -0.851 -3.254 1.311
C -5.174 0.135 -0.027
C -3.502 1.964 -0.143
C -0.173 2.659 0.678
H -5.503 -0.067 -1.050
C 0.898 2.632 -0.198
```

* structure (SMILES): CCN1CCN(CCc2nc3cc(NC(=O)COc4ccc(OC)cc4)ccc3n2C)CC1
* largest force on an atom: 0.96 eV Å⁻¹
* HOMO-LUMO gap: 8.5 eV

Atomic partial charges in e from the Löwdin method, atoms 1 to 2:
1 C -0.031
2 C -0.474

=====

largest force on an atom of number 4 (C25H34BrCaNO7Se)? 0.46 eV Å⁻¹

=====

What is the largest force on an atom in the sixth record? 2.28 eV Å⁻¹